Computed, not measured: a structure of composition C46H95AsBrF3NO5S in a non-equilibrium geometry, with ωB97M-V/def2-TZVPD.

The calculation puts the relative energy (zero: lowest compared OMol25 entry of this formula, charge and spin) at 1498.79 kJ/mol. For the HOMO energy, the calculation gives -5.075 eV. As for the charge: -1.

Structure (XYZ):
```
153
Properties=species:S:1:pos:R:3:forces:R:3
C -1.346780 -3.159825 0.202701 0.371 -0.765 0.514
C -1.124008 -4.768267 -0.097630 -1.669 0.454 0.616
O -0.809695 -5.086865 -1.501263 1.147 1.356 1.440
C 0.288703 -4.247741 -2.025137 0.696 0.060 -0.525
C 1.208075 -5.125145 -3.060271 0.156 -1.315 0.813
O 1.649788 -4.409621 -4.267477 0.467 0.578 1.426
C 2.775126 -3.499696 -4.002805 0.558 0.220 0.695
C 4.269092 -4.239989 -4.140555 -1.557 0.161 -0.025
O 4.605006 -4.707628 -2.789756 1.988 2.181 -2.576
C 6.081328 -4.606032 -2.535343 -0.556 -1.020 -3.329
As 6.315529 -4.549699 -0.539676 0.271 1.550 0.091
S 7.294801 -6.599309 -0.696831 1.863 -2.309 -0.570
Br 4.216530 -5.768947 -0.398071 -1.821 -1.503 0.940
C 6.462545 -4.814068 1.452137 -0.468 -0.666 2.753
C 7.205006 -3.696575 2.328745 0.820 -0.259 1.734
C 6.820438 -3.969833 3.934058 -0.099 0.256 -1.609
C 7.417096 -5.377833 4.518852 -1.154 0.795 1.477
C 7.921279 -5.071813 6.081666 1.035 0.146 -0.757
O 7.205196 -5.868624 7.091703 -0.330 2.170 -0.107
C 6.207786 -5.077216 7.827193 -0.743 -0.509 1.300
C 5.180011 -2.867980 -0.342512 -2.035 2.327 -0.353
C 5.273017 -1.817885 -1.590923 0.304 0.351 -0.076
O 5.089177 -0.452115 -1.010039 -0.439 0.387 -2.464
C 4.722505 0.515566 -2.068125 0.053 -0.064 1.240
C 5.418894 1.962614 -1.610507 0.131 0.709 1.158
F 4.322101 2.903566 -1.183413 3.532 -2.456 -1.424
F 6.287310 1.803244 -0.396846 -2.731 0.944 -4.398
F 6.190751 2.599539 -2.702500 -2.374 -1.714 3.686
C 8.050595 -3.536586 -0.735852 6.558 3.115 -1.361
C 9.373556 -4.193252 -1.526059 1.036 4.064 1.164
C 10.790802 -3.317151 -1.691037 -4.763 1.622 2.414
C 10.739266 -1.813383 -1.032531 -1.485 -2.385 -0.687
N 9.580897 -1.167606 -0.352463 -0.160 -5.335 -2.029
C 8.343287 -1.980226 -0.227809 1.502 -1.736 -1.100
H -1.858999 -2.612140 -0.697020 1.000 -1.085 1.779
H -0.297897 -2.704854 0.454802 -2.131 -0.542 -0.607
H -2.020108 -3.089782 1.175694 1.371 -0.014 -2.083
H -2.179059 -5.279555 0.125643 2.373 0.876 -0.678
H -0.363271 -5.190533 0.687697 -1.100 0.700 -1.744
H 0.987018 -3.888123 -1.141443 -1.500 -0.597 -1.778
H -0.169828 -3.351879 -2.622104 0.897 -1.441 1.193
H 2.141084 -5.501931 -2.462344 -1.602 0.683 -1.103
H 0.616968 -6.105060 -3.399226 1.101 2.404 0.571
H 2.684880 -3.116479 -2.892281 0.372 -0.752 -2.059
H 2.709852 -2.521768 -4.684799 -0.035 -2.409 1.106
H 4.212884 -5.191941 -4.850109 0.037 2.157 1.204
H 4.978054 -3.418697 -4.578784 -0.920 -1.618 0.930
H 6.515862 -5.584716 -3.065508 -0.585 2.033 1.523
H 6.580504 -3.712537 -3.132666 -1.233 -1.421 1.368
H 7.901055 -6.807609 -1.935736 -0.698 0.460 0.977
H 6.954609 -5.869240 1.719513 -1.001 2.327 -0.776
H 5.344014 -4.911745 1.861388 2.396 0.392 -1.025
H 8.394018 -3.766048 2.291394 -2.506 0.087 -0.249
H 6.938607 -2.575690 2.139988 0.265 -2.202 0.022
H 5.637902 -4.047029 3.945511 2.420 0.475 0.328
H 7.220488 -3.001424 4.498034 -0.969 -2.247 -0.859
H 8.266343 -5.850465 3.863367 -1.704 0.996 1.293
H 6.486563 -6.113067 4.649928 2.301 1.336 -0.505
H 7.807817 -3.943733 6.373150 0.121 -2.024 -0.788
H 9.092525 -5.298927 6.120962 -2.557 0.197 0.260
H 5.994085 -5.675108 8.838358 0.471 1.203 -2.276
H 6.567065 -4.012530 8.164562 -0.392 -1.949 -0.909
H 5.172206 -4.971790 7.275027 2.121 -0.198 0.771
H 5.403495 -2.253812 0.637478 -0.196 -1.191 -1.962
H 4.028769 -3.174327 -0.256919 2.701 0.579 -0.174
H 6.312222 -1.788263 -2.143407 -1.859 -0.278 1.170
H 4.448303 -1.930831 -2.412825 1.406 -0.276 1.638
H 3.546966 0.646780 -2.016797 2.467 0.059 -0.348
H 5.071705 0.176879 -3.142193 -0.480 0.922 2.208
H 9.406042 -5.246786 -2.021678 -0.389 2.146 1.252
H 11.703654 -3.797669 -2.249401 -1.914 1.275 1.313
H 11.736584 -1.166941 -1.149460 -2.597 -1.375 0.463
H 7.441192 -1.444968 0.345659 2.375 -1.118 -1.534
C -0.400890 8.353476 -1.479120 -0.024 0.192 0.119
C 0.667902 7.905740 -2.462627 -0.051 -0.163 -0.138
C 0.987182 6.410842 -2.371137 0.147 -0.006 -0.077
C 1.560072 5.943962 -1.027888 -0.094 0.014 0.076
C 2.842925 6.650230 -0.582749 -0.058 -0.107 0.073
C 4.010541 6.428667 -1.530924 0.182 0.014 -0.030
H -0.084221 8.205625 -0.441674 -0.066 -0.005 -0.096
H -0.612765 9.418813 -1.611115 -0.056 -0.091 0.069
H -1.332907 7.800907 -1.637016 0.062 0.016 0.060
H 1.574705 8.501665 -2.317864 -0.009 -0.068 -0.011
H 0.316299 8.121792 -3.478861 0.098 -0.011 0.074
H 1.686205 6.152232 -3.175333 -0.057 -0.005 0.087
H 0.072526 5.839796 -2.573644 0.042 0.056 0.006
H 1.752747 4.865476 -1.090711 0.011 0.108 0.012
H 0.801498 6.067775 -0.246463 0.006 -0.012 -0.042
H 3.122154 6.271344 0.407865 -0.077 0.062 -0.088
H 2.667438 7.725049 -0.460969 -0.055 -0.057 0.008
H 4.230922 5.360666 -1.633946 -0.024 0.167 -0.024
H 4.907519 6.923629 -1.146373 -0.038 -0.080 -0.100
H 3.807325 6.836397 -2.525129 0.031 -0.037 0.048
C -7.248455 -6.525674 -0.486935 0.044 0.003 0.221
C -7.384256 -5.432987 -1.534631 -0.098 -0.047 -0.184
C -6.783281 -5.815537 -2.890179 0.010 0.127 -0.083
C -5.273387 -6.081441 -2.886206 -0.019 -0.069 0.117
C -4.406720 -4.925175 -2.381613 0.151 -0.195 -0.081
C -4.516139 -3.674115 -3.238545 0.037 0.162 0.048
H -6.199318 -6.747684 -0.266809 -0.131 -0.012 -0.027
H -7.723105 -6.213107 0.448087 0.053 -0.108 -0.046
H -7.733408 -7.448943 -0.820573 0.083 0.054 0.034
H -6.933658 -4.507431 -1.162231 0.003 -0.034 -0.063
H -8.450747 -5.220510 -1.677751 0.109 0.048 -0.003
H -7.011817 -5.021639 -3.611109 0.034 -0.068 0.042
H -7.291145 -6.713978 -3.262437 0.007 0.059 0.045
H -4.964820 -6.335957 -3.908072 -0.009 0.032 0.092
H -5.062314 -6.969567 -2.279519 -0.022 0.051 -0.059
H -3.360014 -5.252602 -2.375622 -0.122 0.038 0.070
H -4.657225 -4.682014 -1.342872 -0.014 -0.050 -0.039
H -4.228410 -3.885369 -4.274108 -0.054 0.044 0.093
H -3.850537 -2.894954 -2.854723 -0.066 -0.033 -0.106
H -5.532855 -3.271285 -3.238373 0.059 0.006 -0.046
C -2.111728 6.185334 1.711199 0.103 -0.026 0.187
C -2.524185 5.224960 0.607736 -0.019 0.089 -0.190
C -3.802464 5.651289 -0.119775 -0.023 -0.142 -0.085
C -5.062847 5.712498 0.750963 0.049 0.096 0.111
C -5.429680 4.408598 1.463675 -0.059 0.128 -0.011
C -5.747917 3.270343 0.507350 -0.006 -0.189 0.038
H -2.867785 6.243953 2.500741 0.085 0.032 -0.071
H -1.177551 5.851215 2.172650 -0.079 0.102 -0.002
H -1.951053 7.192372 1.312482 -0.040 -0.063 0.053
H -2.634619 4.216548 1.019179 -0.021 0.031 -0.054
H -1.711172 5.170732 -0.126500 -0.091 -0.062 0.050
H -3.972270 4.966962 -0.959481 -0.012 0.066 0.063
H -3.643087 6.640551 -0.566609 0.009 -0.063 0.040
H -5.905171 6.019680 0.118245 0.037 -0.039 0.045
H -4.948058 6.502965 1.501546 -0.001 -0.035 -0.061
H -6.309806 4.591892 2.091861 0.111 0.018 -0.010
H -4.626514 4.103295 2.143805 -0.044 0.071 -0.048
H -6.578223 3.538917 -0.154666 0.109 -0.038 0.010
H -6.037962 2.376688 1.068323 0.010 0.039 -0.133
H -4.884787 3.008087 -0.110883 -0.102 0.009 0.024
C -9.630934 4.893353 0.640654 -0.114 -0.056 -0.168
C -9.421011 6.201032 1.386294 0.186 0.009 0.109
C -9.218354 6.013609 2.892557 -0.017 0.156 0.049
C -10.404365 5.394778 3.641507 -0.007 -0.132 -0.081
C -11.727618 6.152988 3.511908 0.026 -0.133 0.078
C -11.673637 7.558387 4.089314 -0.122 0.152 -0.022
H -10.536536 4.377180 0.975143 0.115 0.016 -0.041
H -9.735977 5.083088 -0.431830 0.015 -0.106 0.081
H -8.778461 4.221203 0.783576 -0.101 0.023 0.008
H -10.262010 6.874582 1.192830 0.035 -0.001 0.050
H -8.530873 6.694346 0.977238 -0.104 0.014 0.064
H -8.973876 6.985864 3.336624 -0.015 -0.090 -0.009
H -8.338043 5.379487 3.055774 -0.074 0.052 -0.028
H -10.141017 5.320539 4.704210 -0.038 0.014 -0.084
H -10.554254 4.364989 3.297330 0.034 0.071 0.028
H -12.504609 5.588591 4.041603 0.075 0.015 -0.103
H -12.043407 6.198434 2.463540 0.053 -0.043 0.061
H -11.400935 7.533151 5.149880 0.009 0.038 -0.116
H -12.652864 8.039141 4.003143 0.123 0.027 0.055
H -10.949090 8.184979 3.561681 -0.048 -0.032 0.079
```
Positions in Å, forces in eV/Å.

Results of the Löwdin charge analysis, in e, for atoms 1 through 8: -0.119, -0.251, -0.233, -0.169, -0.161, -0.220, -0.165, -0.168